(1)
DFT (wB97M-V/def2-TZVPD) results for a structure of composition C23H50InN2O3S3SbSi3 in a non-equilibrium geometry.

Calculated values
Total charge: +2
E, eV: -101627.7418
Frontier orbital gap, eV: 7.85
HOMO energy, eV: -14.21

Each line ends with the Mulliken charge.
Positions of all 86 atoms, in Å:
In (0.424, -0.347, -0.460)  -0.0590
C (3.776, 0.409, 1.087)  -0.8685
C (3.291, -0.951, 1.575)  -0.8649
S (1.522, -1.219, 1.783)  0.2203
C (1.028, -0.041, 3.056)  -0.5066
C (0.911, 1.445, 2.705)  -1.0191
S (0.023, 1.790, 1.163)  0.1642
C (1.037, 3.043, 0.355)  -0.3662
C (2.519, 2.742, 0.116)  -0.9119
S (2.966, 1.057, -0.413)  0.0849
H (4.834, 0.323, 0.844)  0.5982
H (3.681, 1.163, 1.863)  0.3773
H (3.762, -1.176, 2.532)  0.5655
H (3.587, -1.739, 0.879)  0.3726
H (1.752, -0.164, 3.864)  0.7288
H (0.076, -0.431, 3.414)  -0.1116
H (1.886, 1.920, 2.648)  0.5026
H (0.346, 1.940, 3.495)  0.6423
H (0.941, 3.974, 0.914)  0.5443
H (0.527, 3.191, -0.595)  -0.0734
H (3.129, 2.971, 0.986)  0.5198
H (2.862, 3.399, -0.683)  0.5493
C (2.731, 0.482, -4.150)  -0.6389
Si (1.853, -1.147, -4.197)  0.4903
C (1.554, -1.722, -5.931)  -0.9954
C (2.698, -2.432, -3.163)  -0.6762
Sb (-0.492, -0.758, -3.123)  -0.4441
Si (-1.473, -3.176, -2.762)  0.5438
C (-0.488, -3.893, -1.384)  -0.5315
C (-1.094, -3.994, -4.370)  -1.1405
C (-3.269, -2.890, -2.496)  -0.7982
Si (-1.530, 1.416, -4.213)  0.5371
C (-1.167, 1.021, -5.976)  -1.1129
C (-3.302, 1.557, -3.787)  -0.8821
C (-0.430, 2.714, -3.509)  -0.3736
H (3.791, 0.340, -4.384)  0.4431
H (2.669, 0.955, -3.169)  -0.0488
H (2.320, 1.167, -4.895)  0.3244
H (2.506, -1.886, -6.446)  0.3964
H (0.993, -0.983, -6.505)  0.2881
H (1.001, -2.663, -5.953)  0.2687
H (3.751, -2.499, -3.450)  0.4797
H (2.252, -3.417, -3.310)  0.2890
H (2.661, -2.195, -2.095)  -0.0148
H (0.568, -3.919, -1.665)  0.2264
H (-0.808, -4.926, -1.211)  0.4740
H (-0.590, -3.359, -0.437)  -0.0427
H (-0.024, -4.177, -4.477)  0.2737
H (-1.441, -3.415, -5.228)  0.3576
H (-1.602, -4.965, -4.403)  0.4688
H (-3.461, -2.285, -1.608)  -0.0034
H (-3.793, -3.843, -2.370)  0.4465
H (-3.695, -2.381, -3.363)  0.4433
H (-1.576, 0.052, -6.271)  0.3673
H (-0.092, 1.023, -6.163)  0.2353
H (-1.622, 1.778, -6.625)  0.4750
H (-3.914, 0.940, -4.447)  0.3556
H (-3.617, 2.598, -3.898)  0.4143
H (-3.462, 1.258, -2.753)  0.0978
H (0.599, 2.582, -3.848)  0.2638
H (-0.461, 2.662, -2.420)  -0.4013
H (-0.771, 3.710, -3.810)  0.5266
C (-2.756, 0.316, 3.634)  -1.0719
C (-2.967, -1.198, 3.603)  -1.4644
C (-3.170, -1.799, 2.185)  2.2644
C (-3.677, -3.244, 2.312)  -1.5060
C (-3.981, -3.904, 0.972)  -0.8917
C (-4.217, -0.945, 1.500)  -0.5387
O (-5.373, -0.945, 1.824)  -0.5838
N (-3.769, -0.088, 0.495)  0.2844
C (-2.478, 0.015, 0.049)  -0.5163
O (-2.164, 0.860, -0.787)  -0.6197
N (-1.525, -0.842, 0.531)  1.4979
C (-1.814, -1.806, 1.480)  -0.6269
O (-0.969, -2.625, 1.786)  -0.7230
H (-2.465, 0.640, 4.634)  0.4702
H (-3.671, 0.850, 3.378)  0.4109
H (-1.981, 0.642, 2.932)  0.0623
H (-3.856, -1.444, 4.183)  0.5619
H (-2.125, -1.729, 4.051)  0.4294
H (-4.574, -3.223, 2.931)  0.5182
H (-2.911, -3.809, 2.842)  0.5115
H (-4.784, -3.384, 0.443)  0.2850
H (-4.304, -4.934, 1.119)  0.5597
H (-3.093, -3.928, 0.333)  -0.0916
H (-4.452, 0.552, 0.111)  0.3069

---

(2)
DFT (wB97M-V/def2-TZVPD) results for a structure of composition C23H50IrO3P2 in a non-equilibrium geometry.

Calculated values
Total charge: +4
E, eV: -52170.4161
2S+1: 6
Frontier orbital gap (spin up / spin down), eV: 7.94 / 4.69
<S²>: 8.772
HOMO energy (spin up / spin down), eV: -19.43 / -22.48

Each line ends with the Mulliken charge.
Positions of all 79 atoms, in Å:
Ir (0.495, 0.199, -0.889)  3.5162
C (1.393, 0.171, -2.549)  0.0256
O (1.964, 0.158, -3.567)  -0.3734
C (0.903, 1.901, -0.265)  0.3034
O (1.070, 2.928, 0.253)  -0.4169
P (-1.738, 1.188, -1.241)  -0.4779
C (-2.959, 1.901, -0.010)  0.5361
H (-3.769, 2.314, -0.641)  0.5750
C (-1.621, 2.540, -2.520)  0.7862
H (-0.745, 3.088, -2.153)  0.4504
C (-2.775, -0.207, -1.879)  0.4512
H (-2.972, -0.789, -0.953)  0.1083
C (2.588, -2.240, 0.409)  0.8445
P (2.312, -0.437, 0.766)  0.0795
H (3.284, -0.589, 2.939)  0.8287
H (1.682, -2.711, 0.843)  -0.1970
C (3.978, 0.369, 0.576)  0.6764
H (4.689, -0.433, 0.818)  0.3676
C (-1.284, 1.969, -3.892)  -1.3204
H (-2.144, 1.470, -4.349)  0.3466
H (-0.423, 1.287, -3.889)  0.0717
H (-1.001, 2.804, -4.535)  0.5732
C (-2.806, 3.508, -2.602)  -1.2493
H (-2.568, 4.248, -3.372)  0.4538
H (-2.990, 4.054, -1.671)  0.3751
H (-3.730, 3.015, -2.934)  0.3251
C (-4.135, 0.196, -2.454)  -1.3562
H (-4.788, 0.723, -1.743)  0.4105
H (-4.655, -0.734, -2.719)  0.4700
H (-4.058, 0.783, -3.378)  0.3217
C (-1.976, -1.098, -2.822)  -1.1922
H (-2.484, -2.068, -2.899)  0.5062
H (-0.958, -1.286, -2.437)  0.1134
H (-1.913, -0.664, -3.826)  0.3885
C (-3.601, 0.859, 0.915)  -1.3458
H (-4.391, 0.281, 0.409)  0.2959
H (-4.086, 1.376, 1.758)  0.4730
H (-2.850, 0.170, 1.318)  -0.0268
C (-2.371, 3.063, 0.791)  -1.7223
H (-1.670, 2.690, 1.549)  0.2889
H (-3.203, 3.553, 1.322)  0.5204
H (-1.878, 3.830, 0.171)  0.3960
C (3.839, -2.796, 1.093)  -1.7007
H (3.922, -2.542, 2.155)  0.4621
H (4.743, -2.463, 0.573)  0.4979
H (3.794, -3.892, 1.024)  0.4439
C (2.580, -2.569, -1.077)  -1.4759
H (3.413, -2.088, -1.607)  0.3132
C (1.633, 0.719, 3.305)  -0.9605
H (1.628, -2.268, -1.540)  0.1940
H (2.667, -3.656, -1.196)  0.4971
C (1.526, -1.785, 3.209)  -1.4809
H (0.531, 0.658, 3.359)  -0.3093
H (1.990, 0.749, 4.347)  0.4950
H (1.912, 1.678, 2.845)  0.3471
C (2.220, -0.532, 2.656)  0.2384
H (1.416, -1.685, 4.300)  0.4871
H (2.092, -2.711, 3.033)  0.3619
H (0.522, -1.899, 2.788)  0.2085
C (4.237, 1.533, 1.540)  -1.4297
H (3.533, 2.353, 1.377)  0.3494
H (5.245, 1.906, 1.327)  0.4804
H (4.205, 1.222, 2.588)  0.3741
C (4.224, 0.833, -0.859)  -1.3449
H (4.098, 0.052, -1.612)  0.2294
H (5.263, 1.177, -0.926)  0.4865
H (3.575, 1.680, -1.102)  0.3669
H (-1.395, 0.766, 3.705)  -0.2737
H (-2.027, 0.934, 3.367)  0.3496
C (-1.790, -2.069, 2.101)  -1.2110
C (-1.044, -2.442, 0.882)  0.6155
C (-0.987, -3.896, 0.614)  -1.3222
O (-0.559, -1.591, 0.103)  -0.6568
H (-1.558, -2.799, 2.908)  0.5711
H (-2.865, -2.145, 1.950)  0.3816
H (-1.494, -1.054, 2.403)  0.0380
H (-0.298, -4.055, -0.213)  0.3622
H (-0.619, -4.410, 1.530)  0.3801
H (-1.991, -4.287, 0.404)  0.4338